(1)
12
Properties=species:S:1:pos:R:3:forces:R:3:mulliken_charge:R:1 method="wB97M-V/def2-TZVPD" smiles="[H]/N=C1/C=CCC1=O" multiplicity=1 homo_energy_ev=-8.75 gap_ev=8.760 charge=0
O 1.888 1.310 -0.393 -1.072 -0.751 0.246 -0.54
N 0.689 0.496 2.220 -2.884 -1.455 1.448 -0.70
C -0.999 -0.784 -0.543 -0.736 0.106 -1.026 -0.26
C 0.095 0.214 1.150 4.921 3.252 -1.653 0.56
C -1.098 -0.440 0.756 1.028 -0.912 -1.823 -0.76
C 0.891 0.637 -0.291 -0.447 0.114 1.819 0.38
C 0.070 -0.060 -1.298 0.038 -0.409 -4.609 -0.30
H -0.484 0.629 -2.148 1.480 -1.278 2.191 0.24
H 1.578 0.932 2.298 0.824 0.477 -1.067 0.26
H -1.627 -1.409 -1.225 0.090 0.448 1.386 0.35
H -1.743 -0.767 1.479 -1.881 -0.924 1.385 0.51
H 0.742 -0.757 -2.006 -1.361 1.332 1.703 0.25


(2)
12
Properties=species:S:1:pos:R:3:forces:R:3:mulliken_charge:R:1 method="wB97M-V/def2-TZVPD" multiplicity=1 homo_energy_ev=-8.72 gap_ev=8.804 charge=0
O 3.378 -0.943 0.098 -0.552 0.478 -0.496 -0.39
N -2.559 -1.345 0.127 0.790 0.492 -0.501 -0.63
C 2.492 -0.192 0.013 0.963 -2.814 1.039 0.76
C -1.119 0.539 0.064 3.784 -0.611 -0.322 -0.22
C 0.167 1.097 0.089 -1.684 1.118 0.740 -0.12
C -1.367 -0.888 -0.004 -2.561 1.494 0.491 -0.14
C 1.609 0.741 0.102 -0.983 1.721 -1.001 -0.66
H 2.316 1.560 -0.199 -0.938 0.152 0.439 0.20
H -2.520 -2.319 -0.133 -0.284 -0.628 0.331 0.25
H -0.572 -1.477 -0.238 2.459 -2.034 -0.624 0.40
H 0.202 2.200 0.263 -0.590 -0.849 -0.678 0.22
H -2.027 1.026 -0.182 -0.404 1.480 0.582 0.31


(3)
12
Properties=species:S:1:pos:R:3:forces:R:3:mulliken_charge:R:1 method="wB97M-V/def2-TZVPD" multiplicity=1 homo_energy_ev="-8.35 / -8.35" gap_ev="7.535 / 7.512" charge=0
O 0.364 1.875 0.754 -0.227 -0.377 -0.456 -0.61
N 0.732 -0.761 1.225 -0.413 -0.160 1.536 -0.31
C -1.434 1.469 -0.756 -0.120 -0.593 -0.590 -0.40
C -2.349 1.425 -1.543 0.529 -0.056 0.324 0.02
C -0.249 1.098 0.037 0.704 -0.164 -0.182 0.49
C 1.614 -1.461 0.447 -0.424 0.422 -0.406 -0.12
C 0.016 -0.378 0.001 0.469 -0.326 0.096 -0.47
H 1.461 -2.523 0.211 -0.623 0.602 -0.136 0.21
H -0.943 -0.897 -0.172 0.882 -0.264 -0.057 0.23
H 2.691 -1.256 0.622 -0.617 0.583 -1.131 0.22
H 1.210 0.109 1.457 -0.194 0.034 0.758 0.34
H -3.112 1.300 -2.282 0.033 0.298 0.243 0.40


(4)
12
Properties=species:S:1:pos:R:3:forces:R:3:mulliken_charge:R:1 method="wB97M-V/def2-TZVPD" multiplicity=1 homo_energy_ev=-10.35 gap_ev=10.805 charge=0
O -1.481 -1.206 1.311 -0.275 0.483 -0.127 -0.45
N 2.842 1.546 0.192 -0.611 -0.922 -0.064 -0.40
C 1.470 -0.572 -0.401 -0.171 -0.019 -0.159 -0.49
C -1.734 -0.136 0.813 0.012 -0.269 0.170 0.02
C 0.154 -0.539 -0.612 0.236 -0.089 0.057 -0.01
C 2.223 0.589 -0.018 0.508 0.850 0.191 0.18
C -0.793 0.535 -0.179 0.102 -0.054 0.009 -0.50
H -1.368 0.991 -0.997 0.067 -0.194 0.105 0.30
H -0.273 1.358 0.334 -0.096 -0.132 -0.071 0.31
H -0.318 -1.439 -0.997 0.112 0.043 0.110 0.34
H -2.677 0.386 1.059 0.092 0.092 -0.002 0.36
H 2.027 -1.492 -0.540 0.024 0.209 -0.220 0.34


(5)
12
Properties=species:S:1:pos:R:3:forces:R:3:mulliken_charge:R:1 method="wB97M-V/def2-TZVPD" smiles="N#C[C@@H]1C[C@@H]1C=O" multiplicity=1 homo_energy_ev=-10.12 gap_ev=10.676 charge=0
O 0.153 2.758 -0.033 1.460 -1.342 0.588 -0.43
N -0.492 -0.534 -2.640 0.245 -0.014 0.815 -0.42
C 0.204 0.399 0.737 -0.087 -0.858 0.638 -0.44
C -0.178 -1.312 0.606 -0.460 1.287 1.037 -0.74
C -0.396 1.724 0.271 -1.409 0.554 -0.324 -0.13
C 0.006 -0.505 -1.598 -0.052 0.827 -1.841 0.00
C 0.650 -0.530 -0.319 0.532 -0.292 -0.554 0.33
H 0.380 -2.172 1.017 -0.375 1.166 1.038 0.27
H -1.449 1.826 0.183 -1.697 -0.708 0.067 0.41
H 1.699 -0.759 -0.343 0.316 -0.345 -0.267 0.42
H 0.639 0.558 1.707 1.416 -0.176 -0.294 0.43
H -1.243 -1.464 0.529 0.110 -0.098 -0.903 0.31


(6)
12
Properties=species:S:1:pos:R:3:forces:R:3:mulliken_charge:R:1 method="wB97M-V/def2-TZVPD" smiles=O1[C@@H]2[C@@H]3[C@H]4[C@@H]3[C@H]4N12 multiplicity=1 homo_energy_ev=-8.63 gap_ev=9.752 charge=0
O 1.478 1.770 -0.343 -2.671 3.077 2.043 -0.32
N 1.665 0.670 0.563 0.780 -2.509 0.058 -0.44
C 1.124 0.580 -0.912 3.320 -2.063 3.224 0.09
C -0.288 -0.012 -0.634 1.460 0.708 2.980 -0.39
C 0.449 0.137 1.561 0.104 1.592 -7.247 -0.16
C -0.383 -0.886 0.719 1.230 2.188 -1.487 -0.37
C -0.746 0.544 0.769 0.973 -1.650 -0.820 -0.55
H -0.636 -1.908 0.894 -0.611 -0.183 0.205 0.40
H -1.473 1.271 0.843 -1.818 0.801 0.699 0.51
H 2.175 0.423 -1.387 -2.824 -1.671 -0.825 0.41
H -1.069 -0.002 -1.369 -0.167 -0.454 -0.178 0.40
H 0.598 0.089 2.591 0.225 0.164 1.347 0.42


(7)
12
Properties=species:S:1:pos:R:3:forces:R:3:mulliken_charge:R:1 method="wB97M-V/def2-TZVPD" multiplicity=1 homo_energy_ev=-9.47 gap_ev=10.077 charge=0
O 1.079 0.684 -1.653 0.090 2.641 0.603 -0.50
N -1.189 -0.138 -1.557 -0.031 -2.100 -0.901 -0.59
C 0.213 1.144 -0.843 2.693 0.620 -0.167 0.10
C -0.621 -0.571 1.122 -0.171 0.168 0.181 -0.53
C 0.298 0.489 0.554 0.407 0.148 0.019 -0.31
C 0.423 -0.960 0.121 0.100 -0.008 0.015 -0.29
C -0.198 -0.684 -1.192 -2.773 -1.166 0.329 0.51
H -1.657 -0.626 0.807 0.179 0.008 0.106 0.26
H -0.420 -0.867 2.148 -0.027 0.233 -0.077 0.26
H 1.309 -1.552 0.318 -0.323 -0.053 -0.253 0.39
H 1.031 0.964 1.198 -0.012 -0.175 0.058 0.33
H -0.267 2.117 -1.022 -0.131 -0.317 0.087 0.37


(8)
12
Properties=species:S:1:pos:R:3:forces:R:3:mulliken_charge:R:1 method="wB97M-V/def2-TZVPD" smiles="C1=N[C@H]2OC2=CC1" multiplicity=1 homo_energy_ev=-8.33 gap_ev=9.153 charge=0
O -2.330 0.395 0.069 -2.419 1.457 1.977 -0.36
N -0.657 -1.521 0.129 0.802 -0.060 0.667 -0.62
C -1.145 0.999 -0.076 1.298 -3.292 -1.339 0.21
C 1.157 0.258 0.158 -0.826 -1.502 1.653 -0.54
C -1.501 -0.547 -0.470 2.902 2.312 0.470 -0.08
C 0.136 1.320 0.055 0.306 3.405 0.514 -0.29
C 0.556 -1.129 0.311 -0.044 -0.709 1.303 0.09
H 1.345 -1.880 0.636 -1.251 0.520 -0.403 0.31
H 1.870 0.470 1.005 -0.854 -0.296 -0.687 0.31
H 1.761 -0.022 -0.636 1.704 0.566 -2.286 0.29
H -1.775 -0.722 -1.458 -0.189 -0.595 -1.671 0.43
H 0.584 2.380 0.277 -1.429 -1.807 -0.198 0.24


(9)
12
Properties=species:S:1:pos:R:3:forces:R:3:mulliken_charge:R:1 method="wB97M-V/def2-TZVPD" multiplicity=3 s2=2.01 homo_energy_ev="-5.82 / -9.14" gap_ev="6.431 / 7.299" charge=0
O 1.595 -0.612 0.930 0.531 -3.197 -1.622 -0.52
N -0.282 -1.222 -1.045 2.135 -2.981 0.796 0.00
C -1.048 -0.240 -0.903 -2.148 4.726 2.325 -0.04
C 1.223 0.472 1.247 -1.731 2.442 0.585 -0.12
C 0.467 -2.019 -1.493 1.478 -0.354 -1.785 -0.13
C -0.863 0.921 -0.076 -3.096 -0.374 -2.641 -0.38
C 0.080 1.236 0.861 0.223 0.002 -0.207 -0.22
H -1.991 -0.513 -1.315 -1.044 0.802 -0.501 0.32
H -0.236 2.200 1.263 1.270 -0.256 0.737 0.24
H -1.636 1.770 -0.126 0.727 -1.997 -0.488 0.18
H 0.937 -2.968 -1.310 -0.152 -0.346 0.653 0.29
H 1.756 0.975 1.968 1.807 1.532 2.147 0.39


| no. | DFT total energy (eV) |
| --- | --- |
| 1 | -8801.2638 |
| 2 | -8800.4024 |
| 3 | -8797.5698 |
| 4 | -8802.1420 |
| 5 | -8799.8634 |
| 6 | -8795.9377 |
| 7 | -8798.1525 |
| 8 | -8798.0428 |
| 9 | -8797.4687 |